The following is a DFT calculation (wB97M-V/def2-TZVPD) of a 9-piece molecular cluster, C36H56O26S overall in a non-equilibrium geometry.

Summary:
ΔE to the lowest compared entry with this formula, charge and spin   0.0 kcal per mole
Calculated total energy   -102297.4065 eV
Maximum force   14.20 eV/A
LUMO energy   -0.006 Ha

Positions of all 119 atoms, in Å:
C  2.773  0.437  -3.037
C  2.882  -0.741  -4.035
C  3.423  -2.065  -3.500
O  2.483  -2.996  -4.037
C  1.355  -2.341  -4.577
O  0.334  -2.872  -4.887
O  1.639  -0.967  -4.609
H  3.778  0.610  -2.583
H  1.943  0.230  -2.222
H  2.524  1.363  -3.762
H  3.548  -0.334  -4.796
H  3.288  -1.965  -2.397
H  4.497  -2.525  -3.838
C  -0.362  -2.254  4.488
C  0.227  -2.610  3.047
C  0.910  -4.024  2.875
O  -0.118  -4.727  2.165
C  -1.076  -3.902  1.813
O  -2.056  -4.233  1.181
O  -0.974  -2.741  2.206
H  0.342  -2.124  5.074
H  -0.622  -3.180  4.936
H  -1.031  -1.423  4.582
H  0.818  -1.829  2.669
H  1.154  -4.477  3.734
H  1.771  -3.964  2.201
C  3.705  -0.231  1.713
C  3.710  -1.234  3.000
C  5.013  -1.184  3.767
O  4.623  -0.983  5.119
C  3.325  -0.877  5.148
O  2.711  -0.773  6.217
O  2.795  -0.861  3.991
H  3.757  0.934  1.966
H  2.616  -0.158  1.196
H  4.458  -0.445  0.925
H  3.434  -2.191  2.491
H  5.554  -0.194  3.486
H  5.629  -2.082  3.545
C  0.680  6.720  0.588
C  1.655  5.488  0.293
C  1.333  4.423  1.229
O  0.907  3.356  0.392
C  0.969  3.775  -0.891
O  0.879  2.904  -1.763
O  1.405  4.965  -0.983
H  0.948  7.473  -0.387
H  0.725  7.048  1.431
H  -0.332  6.522  0.406
H  2.769  5.797  0.283
H  0.540  4.748  2.106
H  1.985  4.063  1.809
C  -2.243  0.082  -0.941
C  -0.826  -0.179  -1.254
C  -0.120  0.078  0.050
O  0.847  -0.973  0.009
C  0.456  -1.897  -0.836
O  1.133  -2.895  -1.187
O  -0.649  -1.555  -1.452
H  -2.458  1.131  -0.882
H  -2.779  -0.482  -0.065
H  -2.871  -0.432  -1.693
H  -0.417  0.367  -1.939
H  -0.543  -0.140  0.991
H  0.592  1.088  0.120
C  -1.794  0.371  -5.611
C  -1.078  1.424  -4.660
C  -0.631  2.681  -5.231
O  -1.381  3.667  -4.677
C  -2.096  3.262  -3.763
O  -2.744  3.946  -2.998
O  -1.979  1.950  -3.703
H  -0.991  0.329  -6.403
H  -2.593  0.815  -6.057
H  -2.013  -0.500  -5.087
H  -0.478  0.771  -4.228
H  -0.947  2.641  -6.178
H  0.404  3.061  -5.151
C  -5.446  -1.832  -0.239
C  -5.803  -1.166  1.099
C  -5.968  -2.194  2.253
O  -4.683  -2.164  2.864
C  -4.031  -1.056  2.572
O  -2.963  -0.714  2.987
O  -4.753  -0.347  1.639
H  -4.622  -2.278  0.010
H  -5.130  -1.205  -0.931
H  -6.058  -2.659  -0.449
H  -6.599  -0.541  0.891
H  -6.481  -3.143  2.091
H  -6.716  -1.946  2.983
C  5.931  -5.464  -1.295
C  5.889  -4.177  -0.575
C  4.536  -3.672  -0.100
O  4.508  -4.256  1.208
C  5.690  -4.463  1.660
O  5.991  -4.667  2.839
O  6.503  -4.403  0.700
H  6.916  -5.760  -1.630
H  5.615  -5.456  -2.234
H  5.497  -6.245  -0.641
H  6.464  -3.253  -1.164
H  3.616  -4.069  -0.790
H  4.583  -2.699  -0.038
O  -4.904  4.751  3.595
S  -5.342  5.025  2.228
O  -6.126  6.142  1.822
C  -3.861  4.807  1.280
C  -3.857  3.447  0.675
C  -5.293  3.191  0.346
C  -6.155  3.600  1.521
H  -2.846  5.125  1.600
H  -3.792  5.489  0.473
H  -3.222  3.429  -0.478
H  -3.540  2.549  1.341
H  -5.638  2.030  0.210
H  -5.319  3.718  -0.774
H  -6.436  2.763  2.249
H  -7.173  3.787  1.219

=====

The following is a DFT calculation (wB97M-V/def2-TZVPD) of a 2-piece molecular cluster, C4H14N2O overall in a non-equilibrium geometry.

Summary:
ΔE to the lowest compared entry with this formula, charge and spin   59.9 kcal per mole
Calculated total energy   -9401.0095 eV
Maximum force   3.81 eV/A
LUMO energy   0.031 Ha

Positions of all 21 atoms, in Å:
N  -1.060  1.909  -1.668
C  -0.625  1.635  -0.230
C  0.145  0.318  -0.200
C  -0.496  -0.961  -0.643
C  -1.896  -1.346  -0.047
N  -1.873  -1.177  1.461
H  -1.613  1.134  -2.040
H  -0.187  1.769  -2.211
H  -1.580  1.615  0.352
H  -0.110  2.424  0.299
H  1.242  0.259  -0.578
H  0.318  0.177  0.926
H  0.168  -1.793  -0.210
H  -0.557  -1.121  -1.779
H  -2.688  -0.704  -0.435
H  -2.045  -2.409  -0.515
H  -2.503  -0.343  1.664
H  -2.455  -2.092  1.719
O  5.785  -0.029  1.592
H  6.594  -0.054  1.190
H  5.436  0.787  1.353

=====

The following is a DFT calculation (wB97M-V/def2-TZVPD) of a 2-piece molecular cluster, H4S2Si overall in a non-equilibrium geometry.

Summary:
ΔE to the lowest compared entry with this formula, charge and spin   102.9 kcal per mole
Calculated total energy   -29609.2939 eV
Maximum force   2.35 eV/A
LUMO energy (alpha / beta)   -0.018 / -0.072 Ha

Positions of all 7 atoms, in Å:
Si  0.299  -0.983  -1.354
S  0.013  1.738  2.353
S  -1.128  1.736  0.709
H  0.998  -0.258  -2.293
H  0.050  -2.317  -1.602
H  -0.385  -0.318  -0.214
H  0.153  0.401  2.401

=====

The following is a DFT calculation (wB97M-V/def2-TZVPD) of a 2-piece molecular cluster, C4H8O2 overall.

Summary:
ΔE to the lowest compared entry with this formula, charge and spin   52.3 kcal per mole
Calculated total energy   -8371.0126 eV
Maximum force   0.49 eV/A
LUMO energy   0.024 Ha

Positions of all 14 atoms, in Å:
C  1.513  0.842  -0.056
C  0.716  -0.323  -0.573
C  -0.462  -0.261  -1.197
O  -1.200  0.848  -1.472
H  0.932  1.772  -0.001
H  1.886  0.643  0.955
H  2.385  1.042  -0.690
H  1.126  -1.316  -0.415
H  -0.978  -1.156  -1.536
H  -0.716  1.631  -1.177
C  -1.299  -0.929  1.537
O  -1.006  -2.073  1.772
H  -0.715  -0.070  1.927
H  -2.183  -0.651  0.928

=====

The following is a DFT calculation (wB97M-V/def2-TZVPD) of an isolated molecule of C17H27O2P in a non-equilibrium geometry.

Summary:
Calculated total energy   -31438.1654 eV
Maximum force   5.22 eV/A
LUMO energy   -0.030 Ha

Positions of all 47 atoms, in Å:
C  1.975  -1.741  1.119
C  3.397  -1.764  0.857
C  4.410  -0.563  1.115
O  4.957  -0.480  2.245
O  4.730  0.475  0.184
C  4.458  0.077  -1.183
C  2.957  0.326  -1.693
C  1.990  1.083  -0.665
C  1.772  2.666  -1.018
C  0.225  2.976  -1.422
C  -0.646  3.566  -0.205
P  -1.886  2.288  0.536
C  -3.171  1.113  1.370
C  -3.147  -0.294  0.607
C  -3.337  -0.485  -0.920
C  -3.265  -1.873  -1.646
C  -3.013  -3.119  -0.738
C  -2.837  -2.950  0.806
C  -2.556  -4.215  1.782
C  -2.911  -1.566  1.495
H  1.517  -2.271  2.037
H  1.198  -1.252  0.419
H  3.849  -2.753  0.468
H  5.158  0.702  -1.851
H  4.765  -1.021  -1.376
H  2.471  -0.692  -1.923
H  3.032  0.890  -2.694
H  0.939  0.616  -0.807
H  2.242  0.946  0.437
H  2.484  3.010  -1.859
H  1.971  3.222  -0.032
H  -0.232  2.061  -1.936
H  0.284  3.807  -2.222
H  0.055  3.986  0.611
H  -1.286  4.437  -0.597
H  -1.334  1.231  -0.264
H  -2.984  3.141  0.171
H  -1.245  2.515  1.825
H  -4.210  1.571  1.485
H  -2.777  0.940  2.446
H  -3.505  0.456  -1.550
H  -3.405  -1.946  -2.773
H  -2.972  -4.140  -1.238
H  -3.433  -4.940  1.810
H  -2.267  -3.816  2.820
H  -1.636  -4.747  1.334
H  -2.781  -1.473  2.632